# 1
Here is a 7-piece molecular cluster, C25H51Cl3F6O12 overall from OMol25. Energies are from ωB97M-V with the def2-TZVPD basis set.

Each line ends with the Löwdin charge.
CARTESIAN COORDINATES (ANGSTROEM)
C: -11.62512 -3.74486 24.72597  -1.570
Cl: -12.73817 -2.43282 25.18740  0.493
Cl: -11.23467 -4.69755 26.15634  0.525
Cl: -10.20026 -3.10347 23.94195  0.527
H: -12.12911 -4.33435 23.93884  0.024
C: -11.93554 2.79776 17.75141  -0.117
O: -11.02212 1.93817 18.30170  -0.232
C: -9.73143 2.47187 18.49962  -0.175
C: -8.84552 2.26126 17.25656  -0.242
O: -8.26964 1.01966 17.41202  -0.184
C: -7.22103 0.88219 16.44265  -0.088
H: -11.52067 2.97863 16.71283  0.100
H: -12.01432 3.64955 18.38505  0.065
H: -12.94015 2.28975 17.55189  0.114
H: -9.24543 1.92490 19.36926  0.136
H: -9.85725 3.55657 18.82158  0.139
H: -8.14359 3.09609 17.06797  0.127
H: -9.52104 2.13290 16.40248  0.123
H: -7.55313 0.55520 15.43113  0.095
H: -6.60842 0.12237 16.83575  0.070
H: -6.70244 1.86463 16.27918  0.096
C: -13.89785 -5.06236 17.99658  -0.154
O: -14.63494 -6.23169 18.14426  -0.197
C: -16.03666 -5.96301 17.77971  -0.146
C: -16.65035 -7.29390 18.13507  -0.250
O: -16.86020 -7.44126 19.51180  -0.176
C: -17.32533 -8.78444 19.83135  -0.067
H: -12.85065 -5.23093 18.36628  0.109
H: -14.45034 -4.27943 18.53991  0.068
H: -13.88215 -4.61205 16.95153  0.084
H: -16.13169 -5.75069 16.67947  0.138
H: -16.35199 -5.11164 18.38789  0.125
H: -15.88497 -7.99198 17.77312  0.129
H: -17.56852 -7.52253 17.64271  0.111
H: -17.27401 -8.96894 20.87669  0.075
H: -16.66593 -9.47876 19.31609  0.080
H: -18.30572 -8.93768 19.36548  0.087
C: -16.81171 3.66197 22.12970  -0.133
O: -16.58846 4.53995 21.10790  -0.174
C: -16.20912 5.82539 21.45105  -0.238
C: -16.17753 6.58405 20.15973  -0.252
O: -17.47497 6.96108 19.77673  -0.186
C: -17.41328 7.72721 18.54276  -0.082
H: -15.89906 3.19632 22.53408  0.091
H: -17.45127 2.90095 21.74739  0.076
H: -17.32879 4.16608 22.96343  0.095
H: -15.22885 5.86119 21.89853  0.107
H: -16.93612 6.28623 22.18165  0.148
H: -15.61272 6.00424 19.43441  0.125
H: -15.55082 7.52442 20.47767  0.153
H: -16.86782 7.04990 17.85761  0.089
H: -16.92990 8.71921 18.74538  0.097
H: -18.42938 7.88334 18.16850  0.082
C: -16.22811 -2.02290 15.20704  -0.101
O: -16.21146 -1.62568 16.56418  -0.163
C: -14.87578 -1.66480 17.02742  -0.218
C: -14.86754 -1.16119 18.43770  -0.181
O: -15.10222 0.26159 18.39897  -0.175
C: -16.10583 0.70298 19.25540  -0.126
H: -17.14673 -1.67765 14.68330  0.099
H: -16.16001 -3.10333 15.22564  0.082
H: -15.49869 -1.49870 14.59251  0.066
H: -14.20960 -1.08679 16.40018  0.108
H: -14.46744 -2.76541 17.06222  0.115
H: -13.97075 -1.45036 18.91112  0.084
H: -15.68587 -1.58910 19.07618  0.140
H: -15.90619 1.70609 19.60845  0.081
H: -16.23410 0.07273 20.11210  0.073
H: -17.11572 0.71902 18.85126  0.090
C: -13.01632 -0.89278 12.57714  -0.057
C: -12.55265 -2.17697 13.18773  -0.173
O: -12.37902 -2.07357 14.64393  0.023
C: -11.16367 -2.23949 15.15514  -0.424
O: -10.27868 -2.82550 14.66794  0.204
C: -11.00648 -1.68628 16.56586  -0.558
F: -9.73568 -1.57073 16.84376  0.206
F: -11.63231 -0.54991 16.78630  0.190
F: -11.57006 -2.61225 17.41158  0.128
H: -13.35934 -1.08845 11.59598  0.075
H: -12.34572 -0.07287 12.66848  0.079
H: -13.92706 -0.56467 13.03714  0.060
H: -11.68234 -2.51524 12.62350  0.125
H: -13.30989 -2.95334 13.13082  0.126
C: -12.53170 0.01559 20.67340  -0.028
C: -11.43653 0.84528 21.42704  -0.153
O: -11.99415 2.16085 21.63229  0.014
C: -11.08348 3.08497 21.98062  -0.391
O: -9.93875 2.94969 22.24678  0.179
C: -11.84191 4.48656 22.03116  -0.539
F: -11.99642 4.97971 20.79784  0.155
F: -13.03375 4.34995 22.60818  0.165
F: -11.07853 5.33889 22.71592  0.164
H: -13.08948 0.51190 19.94926  0.034
H: -13.28219 -0.30307 21.44767  0.099
H: -12.04505 -0.85715 20.32079  0.063
H: -10.52297 1.03310 20.87283  0.098
H: -11.24259 0.38631 22.38787  0.122

Strongest force on any atom, eV/Å: 3.62
Charge: 0
Calculated total energy, eV: -105187.43658

# 2
Here is C25H51F6MgN3O9S4 as an isolated structure from OMol25. Energies are from ωB97M-V with the def2-TZVPD basis set.

Each line ends with the Löwdin charge.
CARTESIAN COORDINATES (ANGSTROEM)
Mg: 7.25916 28.57701 35.47474  0.639
C: 5.00814 26.24817 35.18432  -0.458
O: 3.90583 27.05099 34.87273  -0.081
O: 6.14241 26.91307 35.38740  -0.184
C: 4.58402 25.26965 36.35225  -0.485
F: 3.94542 24.21251 35.81211  0.100
F: 5.62391 24.71712 37.04881  0.101
F: 3.81969 25.73648 37.35307  0.104
C: 3.93040 27.64236 33.59433  -0.255
C: 2.59555 27.36269 32.89714  -0.058
H: 1.69643 27.46814 33.50253  0.059
H: 2.58410 28.04660 32.04342  0.068
H: 2.60300 26.34046 32.51013  0.073
H: 4.76480 27.35328 32.94554  0.122
H: 4.12051 28.71834 33.61868  0.088
H: 5.17962 25.55721 34.34463  0.144
C: 6.39523 30.14281 32.72011  -0.438
O: 7.67189 30.54842 32.18786  -0.066
O: 6.65825 29.58184 33.89217  -0.174
C: 5.53879 31.44132 32.69622  -0.515
F: 4.27762 31.07472 33.10161  0.087
F: 5.93841 32.43163 33.49375  0.155
F: 5.39477 32.00953 31.47428  0.130
C: 7.83346 30.42791 30.80361  -0.308
C: 9.32110 30.35798 30.50469  -0.081
H: 9.85880 29.53049 30.97237  0.056
H: 9.53285 30.09766 29.45974  0.072
H: 9.74783 31.34964 30.65326  0.077
H: 7.41478 31.22478 30.17654  0.113
H: 7.38536 29.55632 30.30109  0.116
H: 5.89160 29.45948 32.01673  0.149
C: 6.06274 23.79698 40.11531  -0.063
C: 4.81240 24.56244 40.10959  -0.285
N: 3.83213 25.15794 40.14176  0.139
H: 6.86814 24.27023 39.56126  0.071
H: 5.79455 22.87827 39.59288  0.060
H: 6.38015 23.53380 41.12146  0.086
C: 0.92670 24.14290 35.55964  -0.065
C: -0.25611 23.26983 35.65295  -0.281
N: -1.18559 22.60460 35.73150  0.114
H: 1.06585 24.78083 36.42741  0.083
H: 0.81488 24.70743 34.63441  0.076
H: 1.80871 23.51823 35.44373  0.063
C: -0.84928 29.60098 34.48265  -0.072
C: -0.35192 30.93672 34.70257  -0.287
N: 0.11162 31.97599 34.84800  0.138
H: -1.92122 29.68971 34.29600  0.086
H: -0.74954 28.92644 35.33218  0.085
H: -0.32366 29.14747 33.64332  0.057
C: 3.87561 28.55848 38.13584  -0.229
S: 4.79505 30.01601 37.54776  0.926
O: 6.03886 29.54301 36.85207  -0.589
C: 3.60903 30.42778 36.19023  -0.202
H: 4.56995 27.79608 38.47762  0.039
H: 3.27164 28.15921 37.32276  0.040
H: 3.18671 28.91730 38.90066  0.057
H: 4.03010 31.15605 35.50211  0.047
H: 2.69907 30.77333 36.68250  0.053
H: 3.37699 29.52365 35.62673  0.039
C: 7.41128 27.59848 39.81816  -0.220
S: 8.83093 27.80154 38.67956  0.923
O: 8.17932 27.93614 37.31938  -0.581
C: 9.37763 29.48208 39.17235  -0.224
H: 6.92991 26.63586 39.67650  0.031
H: 6.81360 28.50823 39.80447  0.053
H: 7.76364 27.57194 40.85652  0.058
H: 10.17585 29.73886 38.48186  0.052
H: 9.64701 29.50712 40.22597  0.055
H: 8.53018 30.15022 39.01297  0.057
C: 10.90814 26.91442 33.20388  -0.228
S: 9.32559 26.48055 33.96944  0.924
O: 8.85480 27.72042 34.66976  -0.564
C: 8.31933 26.24908 32.45280  -0.192
H: 10.73715 27.16303 32.15408  0.043
H: 11.60829 26.09019 33.30419  0.049
H: 11.28293 27.83530 33.64599  0.063
H: 7.27682 26.06372 32.68918  0.048
H: 8.79648 25.44830 31.89307  0.058
H: 8.46196 27.24588 32.02916  0.048
C: -0.45398 28.26866 30.58751  -0.278
S: 0.27991 28.86957 29.05198  0.843
O: 1.65393 29.29454 29.50826  -0.568
C: 0.49356 27.21834 28.35012  -0.280
H: -1.36024 27.68695 30.41849  0.054
H: -0.71353 29.12223 31.21660  0.038
H: 0.26528 27.72424 31.19936  0.038
H: 0.89298 27.25313 27.33676  0.048
H: -0.53051 26.84072 28.27342  0.045
H: 1.10398 26.50802 28.90480  0.061
C: 7.52415 19.83889 36.76572  -0.030
C: 6.83749 21.01660 37.39048  -0.496
O: 7.53778 21.80924 37.98645  0.057
C: 5.36599 21.19068 37.18251  -0.013
H: 7.81653 19.19980 37.60720  0.091
H: 8.48927 20.05169 36.30600  0.085
H: 6.97258 19.22300 36.05605  0.075
H: 5.09789 20.88288 36.17160  0.087
H: 5.09174 22.24167 37.26307  0.060
H: 4.81769 20.58408 37.90525  0.098

Energy above the lowest of the compared OMol25 structures with the same formula, charge and spin, kcal per mole: 0.0
Strongest force on any atom, eV/Å: 2.46
Charge: 0

# 3
Here is C25H51MnN4O2S2Si5 as an isolated structure from OMol25. Energies are from ωB97M-V with the def2-TZVPD basis set.

Each line ends with the Löwdin charge.
CARTESIAN COORDINATES (ANGSTROEM)
Mn: -0.63112 1.74625 -0.07479  0.241
N: -1.53039 3.69232 -0.59454  -0.024
C: -0.63933 4.66468 0.04780  -0.145
C: -0.14579 4.12689 1.39334  -0.580
O: 0.11517 4.84914 2.31794  0.102
O: -0.00133 2.81577 1.40836  -0.325
H: -1.70655 3.91454 -1.57115  0.108
H: -2.43395 3.67973 -0.11806  0.092
H: -1.09542 5.64804 0.19843  0.127
H: 0.25053 4.77194 -0.58409  0.115
C: -5.10372 -1.45675 1.22161  -0.182
Si: -5.43931 -0.85453 -0.51225  0.516
C: -6.11190 -2.28244 -1.52611  -0.177
C: -6.67531 0.54905 -0.49090  -0.169
C: -3.87228 -0.26065 -1.39805  -0.240
C: -3.73382 -0.47066 -2.76486  -0.063
C: -2.60010 -0.06364 -3.46798  -0.038
C: -1.58155 0.54253 -2.76466  -0.109
N: -1.68791 0.73833 -1.45195  -0.107
C: -2.79774 0.38988 -0.77820  -0.701
S: -2.65249 0.89600 0.88902  0.729
H: -5.99384 -1.96949 1.58319  0.036
H: -4.86928 -0.64772 1.90683  0.008
H: -4.27785 -2.16302 1.24917  0.020
H: -6.91196 -2.77396 -0.97646  0.033
H: -5.34161 -3.02505 -1.72296  0.037
H: -6.52589 -1.96404 -2.47904  0.028
H: -7.63943 0.21067 -0.11488  0.033
H: -6.82643 0.94745 -1.49303  0.031
H: -6.33512 1.36255 0.14699  0.030
H: -4.52177 -0.97367 -3.30630  0.099
H: -2.50275 -0.22824 -4.52870  0.107
H: -0.65303 0.86935 -3.21081  0.076
C: 5.46432 0.77671 1.22887  -0.028
C: 4.28276 0.25718 0.48213  -0.340
C: 3.96270 -1.08117 0.36929  -0.062
C: 2.73683 -1.49474 -0.12632  -0.370
N: 1.80079 -0.46153 -0.40821  -0.226
C: 2.45613 0.69332 -1.04808  -0.824
S: 1.24838 2.01825 -1.36807  0.713
N: 3.51604 1.19077 -0.17977  0.025
C: 2.44666 -2.87350 -0.60342  -0.057
H: 6.03028 -0.04098 1.66781  0.079
H: 5.15601 1.44157 2.04042  0.069
H: 6.12318 1.35349 0.57645  0.081
H: 4.70015 -1.81700 0.65666  0.123
H: 3.34457 2.07819 0.26637  0.087
H: 2.97441 -3.62438 -0.01621  0.086
H: 2.75091 -3.00056 -1.64782  0.072
H: 1.38346 -3.09296 -0.56766  0.040
C: -1.59814 -1.95283 2.91471  -0.224
Si: -0.47566 -2.19057 1.42476  0.454
C: 0.77242 -3.50723 1.94685  -0.211
C: -1.51012 -2.82078 -0.01731  -0.201
Si: 0.50527 -0.12684 0.72202  0.586
Si: 3.22372 0.27472 -2.77746  0.518
C: 4.81096 -0.72346 -2.68841  -0.159
C: 1.95468 -0.67041 -3.77684  -0.158
C: 3.67965 1.88176 -3.61797  -0.192
Si: 0.96512 1.21445 2.68507  0.429
C: -0.45785 1.38569 3.89327  -0.169
C: 1.83657 -0.39161 3.33381  -0.246
C: 2.36441 2.45991 2.88971  -0.164
H: -2.17835 -2.86905 3.03624  0.037
H: -2.28878 -1.12890 2.80204  -0.026
H: -1.02811 -1.80820 3.82955  0.026
H: 0.82926 -4.30468 1.21195  0.026
H: 0.43135 -3.93971 2.88625  0.034
H: 1.77522 -3.11966 2.10133  0.019
H: -2.00428 -3.74959 0.27486  0.038
H: -0.92410 -3.01568 -0.91233  0.025
H: -2.27877 -2.09898 -0.27826  -0.008
H: 4.66162 -1.75054 -2.37882  0.021
H: 5.51636 -0.26500 -2.00067  0.032
H: 5.26512 -0.72898 -3.67821  0.033
H: 1.58967 -1.53616 -3.23045  0.022
H: 2.38095 -1.01505 -4.71663  0.034
H: 1.10393 -0.03775 -4.00872  0.003
H: 4.42324 2.41776 -3.03021  0.034
H: 2.82517 2.53815 -3.75941  0.005
H: 4.11606 1.67025 -4.59182  0.030
H: -1.14144 0.54181 3.82017  0.003
H: -1.01391 2.30642 3.74542  0.029
H: -0.05614 1.38676 4.90619  0.041
H: 1.16635 -1.24047 3.48419  -0.011
H: 2.27189 -0.16765 4.30981  0.031
H: 2.65539 -0.70499 2.68378  0.012
H: 1.98448 3.34122 3.40673  0.034
H: 2.75793 2.81826 1.94194  0.013
H: 3.18448 2.02369 3.45752  0.027

Energy above the lowest of the compared OMol25 structures with the same formula, charge and spin, kcal per mole: 17.7
Strongest force on any atom, eV/Å: 1.47
Charge: 0
Spin multiplicity: 5

What is the charge in the first record? 0

What is the strongest force on any atom in the third record? 1.47 eV/Å

Which of these has the highest strongest force on any atom? C25H51Cl3F6O12

Which formula does entry 2 have? C25H51F6MgN3O9S4